One molecule with the formula C2HNO2S, computed with wB97M-V/def2-TZVPD.

Element x y z (Å)
S: 0.855 1.416 -2.489
O: -1.819 -0.066 0.404
O: -0.070 -0.659 1.698
N: 0.342 -0.258 -0.439
C: 0.457 0.530 -1.334
C: -0.678 -0.332 0.585
H: 0.913 -0.631 1.576

Output
* Kohn-Sham gap: 10.2 eV
* net charge: 0
* energy above the lowest of the compared OMol25 structures with the same formula, charge and spin: 14.8 kcal/mol
* structure (SMILES): O=C(O)N=C=S